# 1
Below is 6 unconnected molecules or ions with the total composition C28H72N6O6, with properties calculated with ωB97M-V with the def2-TZVPD basis set.

Results
Highest occupied orbital energy ... -13.4 eV
HOMO-LUMO gap ... 6.7264 eV
E_LUMO ... -0.246 Eh
Max |F| ... 2.72 eV/Å

Geometry as ORCA input:
```
! RIJCOSX wB97M-V def2-TZVPD def2/J DEFGRID3
* xyz 4 1
C -1.745 -0.749 -6.625
C -2.203 -2.189 -6.422
C -1.378 -3.280 -7.080
O -0.047 -3.237 -6.450
C 0.857 -4.191 -6.984
N -2.378 -2.519 -4.958
H -2.394 -3.500 -4.720
H -1.603 -2.167 -4.415
H -3.246 -2.205 -4.549
H -0.703 -0.596 -6.345
H -2.339 -0.116 -5.966
H -1.844 -0.317 -7.621
H -3.210 -2.416 -6.773
H -1.341 -3.249 -8.169
H -1.830 -4.253 -6.888
H 0.612 -5.221 -6.723
H 1.869 -4.068 -6.599
H 1.010 -4.146 -8.062
C -11.168 -1.379 1.954
C -10.564 -0.073 1.671
C -9.008 -0.109 1.639
O -8.434 1.122 1.377
C -7.068 1.249 1.189
N -11.088 0.188 0.256
H -11.904 0.784 0.258
H -10.391 0.633 -0.323
H -11.237 -0.682 -0.235
H -10.802 -2.175 1.305
H -12.242 -1.323 1.774
H -10.992 -1.629 3.000
H -10.978 0.784 2.203
H -8.736 -0.858 0.895
H -8.647 -0.488 2.594
H -6.825 2.277 0.918
H -6.650 0.614 0.408
H -6.554 1.012 2.121
C 7.128 -3.775 -0.514
C 6.184 -4.974 -0.808
C 5.944 -5.108 -2.323
O 5.348 -6.352 -2.597
C 3.959 -6.470 -2.170
N 6.862 -6.236 -0.198
H 6.771 -6.300 0.806
H 6.435 -7.065 -0.587
H 7.836 -6.266 -0.462
H 7.737 -3.509 -1.378
H 7.879 -3.920 0.263
H 6.576 -2.871 -0.258
H 5.230 -4.959 -0.281
H 6.951 -5.136 -2.740
H 5.297 -4.307 -2.680
H 3.726 -6.652 -1.121
H 3.366 -7.219 -2.696
H 3.505 -5.526 -2.472
C 2.418 1.872 6.210
C 1.792 0.457 6.532
C 2.218 -0.560 5.383
N 1.224 -1.763 5.262
C 1.226 -2.463 6.616
C 1.520 -2.819 4.180
C 0.201 -3.434 3.671
C -0.926 -2.608 4.361
C -0.276 -1.372 4.945
H 1.936 2.580 6.884
H 2.152 2.107 5.179
H 3.470 1.929 6.488
H 0.705 0.415 6.465
H 2.041 0.092 7.528
H 3.188 -1.015 5.582
H 2.177 -0.048 4.422
H 0.610 -3.361 6.564
H 0.724 -1.925 7.421
H 2.250 -2.623 6.953
H 2.178 -3.581 4.598
H 2.144 -2.272 3.473
H 0.070 -4.517 3.668
H 0.173 -3.234 2.600
H -1.371 -3.118 5.216
H -1.787 -2.326 3.755
H -0.754 -1.007 5.853
H -0.408 -0.528 4.267
C 5.235 6.632 0.394
C 4.042 7.273 -0.424
C 2.845 6.324 -0.254
N 1.550 6.966 -0.901
C 1.284 8.474 -0.461
C 1.679 6.793 -2.428
C 0.777 5.675 -2.918
C -0.297 5.708 -1.874
C 0.372 6.066 -0.533
H 6.176 7.035 0.021
H 5.284 5.543 0.415
H 5.316 6.946 1.435
H 4.241 7.427 -1.485
H 3.812 8.232 0.039
H 2.551 6.291 0.795
H 2.914 5.280 -0.560
H 1.164 8.394 0.619
H 0.316 8.684 -0.915
H 2.072 9.179 -0.727
H 1.487 7.786 -2.834
H 2.737 6.588 -2.592
H 0.343 5.689 -3.918
H 1.390 4.774 -2.878
H -0.952 6.473 -2.291
H -0.824 4.754 -1.902
H -0.156 6.609 0.251
H 0.734 5.130 -0.107
N 0.863 -0.137 -0.879
O -0.270 0.402 -0.894
O 1.119 -1.223 -1.408
O 1.768 0.473 -0.305
*
```

Mulliken population analysis, charges in e, atoms 1 to 8:
1. C -1.32
2. C 0.31
3. C -0.87
4. O -0.27
5. C -0.84
6. N -0.31
7. H 0.34
8. H 0.35

***

# 2
Below is 9 unconnected molecules or ions with the total composition C28H74NO12, with properties calculated with ωB97M-V with the def2-TZVPD basis set.

Results
Highest occupied orbital energy ... -11.1 eV
HOMO-LUMO gap ... 7.9914 eV
E_LUMO ... -0.113 Eh
Max |F| ... 3.64 eV/Å

Geometry as ORCA input:
```
! RIJCOSX wB97M-V def2-TZVPD def2/J DEFGRID3
* xyz 1 1
O -7.740 -3.331 -5.075
C -7.949 -2.221 -4.092
C -7.160 -2.520 -2.652
C -5.780 -1.626 -2.516
C -4.615 -2.345 -1.577
C -5.154 -2.865 -0.121
O -5.285 -1.830 0.912
C -4.650 -0.561 0.533
C -4.524 0.401 1.896
C -5.906 1.245 2.185
O -7.128 0.482 1.872
C -3.208 -0.696 -0.231
C -1.961 -1.179 0.753
C -1.835 -2.805 0.924
C -2.504 -3.375 2.344
O -1.932 -2.691 3.541
N -3.329 -1.508 -1.504
H -7.886 -4.189 -4.542
H -7.544 -1.220 -4.599
H -9.130 -2.152 -3.944
H -6.931 -3.686 -2.571
H -7.919 -2.296 -1.763
H -6.066 -0.545 -2.171
H -5.331 -1.559 -3.619
H -4.300 -3.325 -2.182
H -4.400 -3.691 0.277
H -6.207 -3.420 -0.186
H -5.377 0.026 -0.184
H -3.658 1.209 1.752
H -4.168 -0.249 2.831
H -5.896 1.586 3.318
H -5.887 2.177 1.451
H -7.354 0.553 0.885
H -2.912 0.408 -0.577
H -0.972 -0.826 0.185
H -1.941 -0.642 1.792
H -0.673 -3.047 1.025
H -2.229 -3.414 0.001
H -3.665 -3.241 2.393
H -2.301 -4.536 2.498
H -2.755 -2.464 4.098
H -2.505 -2.109 -1.723
H -3.416 -0.813 -2.304
C 2.359 0.831 1.442
C 1.315 1.551 2.270
O 0.123 0.782 2.324
H 1.990 0.656 0.426
H 3.283 1.413 1.387
H 2.585 -0.150 1.872
H 1.075 2.521 1.825
H 1.671 1.718 3.291
H 0.344 -0.075 2.728
C -6.358 1.612 -5.396
C -5.749 2.242 -4.160
O -5.578 1.259 -3.149
H -7.326 1.159 -5.159
H -6.501 2.358 -6.183
H -5.717 0.812 -5.780
H -6.403 3.026 -3.767
H -4.775 2.686 -4.386
H -4.989 0.572 -3.505
C 0.302 -7.409 2.208
C 1.324 -6.306 2.026
O 0.666 -5.072 1.781
H -0.328 -7.501 1.318
H 0.793 -8.369 2.394
H -0.365 -7.186 3.048
H 1.973 -6.523 1.173
H 1.949 -6.199 2.918
H 0.098 -4.884 2.548
C 0.677 2.838 -1.874
C 1.716 3.940 -1.835
O 3.018 3.377 -1.758
H 0.751 2.208 -0.982
H -0.332 3.256 -1.929
H 0.837 2.186 -2.739
H 1.567 4.576 -0.958
H 1.657 4.567 -2.730
H 3.143 2.820 -2.545
C 6.124 4.700 -1.444
C 6.295 4.524 -2.939
O 7.675 4.526 -3.273
H 6.580 5.639 -1.113
H 5.066 4.706 -1.171
H 6.625 3.893 -0.900
H 5.812 5.344 -3.479
H 5.853 3.582 -3.276
H 8.094 3.790 -2.796
C 5.943 9.309 -1.138
C 5.122 9.301 0.135
O 5.601 8.294 1.015
H 5.894 8.334 -1.634
H 5.584 10.076 -1.829
H 6.999 9.500 -0.916
H 4.072 9.088 -0.089
H 5.177 10.268 0.644
H 6.531 8.497 1.214
C 3.231 -7.760 6.857
C 2.460 -7.486 5.583
O 1.159 -7.010 5.896
H 2.709 -8.501 7.472
H 4.235 -8.132 6.633
H 3.319 -6.851 7.460
H 2.355 -8.403 4.994
H 2.969 -6.738 4.968
H 1.263 -6.192 6.412
C 10.436 1.614 0.520
C 9.664 1.888 -0.754
O 8.364 2.364 -0.441
H 9.913 0.874 1.135
H 11.440 1.242 0.296
H 10.524 2.524 1.123
H 9.560 0.972 -1.343
H 10.174 2.637 -1.368
H 8.467 3.182 0.075
*
```

Mulliken population analysis, charges in e, atoms 1 to 8:
1. O -0.53
2. C -0.12
3. C -0.76
4. C -0.56
5. C -0.37
6. C -0.47
7. O -0.43
8. C 0.70